Record 1
This record from OMol25 describes the ion C6H9N4 with charge +1. The level of theory is ωB97M-V/def2-TZVPD.

Calculated values
Molecular weight (g mol⁻¹): 137.2
Maximum force (eV/Å): 5.29
Total charge: +1
Relative energy (zero: lowest compared OMol25 entry of this formula, charge and spin) (eV): 4.560
SMILES: Cc1nccc[nH+][nH]cn1

Structure (XYZ):
```
19
C6H9N4 ωB97M-V/def2-TZVPD
N 0.4674 -1.1382 0.6128
N -0.6990 1.7014 0.1816
N -1.1260 0.8136 -0.8295
N 1.5756 1.1434 0.7209
C 1.3749 -0.5401 0.0467
C -2.0129 -0.1882 -0.5461
C -0.6709 -1.3425 1.1550
C -1.8824 -1.0855 0.4690
C 2.4519 -0.9171 -0.8393
C 0.5484 1.8551 0.6861
H 3.2947 -1.2406 -0.2217
H 0.6771 2.8118 1.1972
H -0.6705 -1.9016 2.0832
H 2.1573 -1.7389 -1.4907
H -1.3253 1.3047 -1.6966
H -2.7283 -1.7011 0.7334
H -2.8852 -0.2491 -1.1875
H 2.7953 -0.0604 -1.4161
H -1.3422 2.4732 0.3417
```

Record 2
This record from OMol25 describes the ion C6H9N4O3 with charge +1. The level of theory is ωB97M-V/def2-TZVPD.

Calculated values
Molecular weight (g mol⁻¹): 185.2
Maximum force (eV/Å): 3.97
Total charge: +1
Relative energy (zero: lowest compared OMol25 entry of this formula, charge and spin) (eV): 8.260

Structure (XYZ):
```
22
C6H9N4O3 ωB97M-V/def2-TZVPD
O 0.8718 3.7045 2.8743
O 0.2446 2.0386 1.5839
O 2.5600 2.5477 2.0490
N 0.5188 1.6810 0.3218
N -0.3983 1.1335 -0.2893
N 3.1581 1.3497 1.6172
N 3.1651 -0.6569 0.5236
C -2.6263 -1.2282 -1.6398
C 1.2718 2.8060 2.2285
C -1.7095 -0.8776 -0.7810
C -3.1696 -2.5736 -1.6478
C 2.5487 0.4054 0.9337
C -1.3549 0.5269 -0.8850
H -2.5931 -3.2924 -0.9970
H -3.1876 -3.0564 -2.6709
H -4.2252 -2.7278 -1.4404
H -3.0208 -0.5732 -2.3061
H -2.0220 1.0127 -1.7447
H -1.1091 -1.5482 -0.0913
H 4.1652 1.5424 1.7314
H 2.7183 -1.4833 0.1260
H 4.1940 -0.7308 0.5040
```

Record 3
This record from OMol25 describes a structure of composition C6H9N5. The level of theory is ωB97M-V/def2-TZVPD.

Calculated values
Molecular weight (g mol⁻¹): 151.2
Maximum force (eV/Å): 5.08
Relative energy (zero: lowest compared OMol25 entry of this formula, charge and spin) (eV): 4.380

Structure (XYZ):
```
20
C6H9N5 ωB97M-V/def2-TZVPD
N -3.2481 0.8474 -0.0994
N -1.0831 0.3664 0.0767
N 0.6366 -0.0387 0.4287
N 1.6633 0.6374 -0.0507
N 1.6748 -2.1004 0.1088
C -2.0101 1.3652 -0.0057
C 0.4801 -1.4077 0.1804
C -0.7509 -1.8792 -0.0075
C -1.7398 -0.8178 0.0332
C 1.9178 1.9912 0.2386
C -3.0916 -0.5441 -0.1053
H 2.4652 -1.5727 0.4683
H 1.8168 -2.7228 -0.5964
H 2.8189 2.2610 -0.1285
H 1.1607 2.6945 -0.2570
H -0.8985 -2.9461 0.1290
H -3.7396 -1.2928 -0.4751
H -1.7417 2.3440 -0.2252
H 1.9295 2.2140 1.3317
H 1.7397 0.6012 -1.0445
```

Record 4
This record from OMol25 describes the molecule C6H9NO. The level of theory is ωB97M-V/def2-TZVPD.

Calculated values
Molecular weight (g mol⁻¹): 111.1
Maximum force (eV/Å): 6.34
Relative energy (zero: lowest compared OMol25 entry of this formula, charge and spin) (eV): 6.272
SMILES: C[C@]12COC=C[C@@H]1N2

Structure (XYZ):
```
17
C6H9NO ωB97M-V/def2-TZVPD
O 1.6956 -0.7205 -0.3056
N -1.5383 0.6752 -0.8757
C 1.7516 0.4353 0.1855
C 0.8829 1.4030 0.4553
C -0.5936 -0.2235 -0.3027
C -1.0941 -0.7131 1.0347
C 0.4488 -1.1953 -0.9019
C -0.1588 1.2136 -0.5824
H 0.2167 -2.1796 -0.5029
H 2.7136 0.5391 0.7034
H 0.5494 -0.9797 -1.9567
H -0.2145 -0.9932 1.7903
H 1.2378 2.4118 0.6631
H -2.4101 0.9765 -0.1761
H -2.0532 -0.1617 1.7000
H -1.5436 -1.7483 0.7385
H 0.1095 1.2603 -1.6668
```

Record 5
This record from OMol25 describes the molecule C6H9NO. The level of theory is ωB97M-V/def2-TZVPD.

Calculated values
Molecular weight (g mol⁻¹): 111.1
Maximum force (eV/Å): 1.40
Relative energy (zero: lowest compared OMol25 entry of this formula, charge and spin) (eV): 4.171

Structure (XYZ):
```
17
C6H9NO ωB97M-V/def2-TZVPD
O 1.7887 1.9912 0.4158
N -0.3012 -0.6519 -0.3129
C 0.8625 -0.9511 2.0179
C 0.6462 -0.2194 0.9105
C 0.9902 0.9031 0.1666
C -0.0666 0.9746 -2.2230
C 0.2322 0.5764 -0.9772
C -1.7377 -0.6737 -0.0311
H 0.3717 1.8704 -2.6244
H -1.9991 0.2623 0.4594
H -0.0120 -1.5186 -0.7722
H 2.3398 1.7928 1.1799
H 0.2186 -1.7675 2.2989
H -0.7659 0.4306 -2.8358
H 1.7077 -0.7446 2.6516
H -1.9700 -1.5058 0.6329
H -2.3050 -0.7688 -0.9570
```

Record 6
This record from OMol25 describes the molecule C6H9NO. The level of theory is ωB97M-V/def2-TZVPD.

Calculated values
Molecular weight (g mol⁻¹): 111.1
Maximum force (eV/Å): 9.15
Relative energy (zero: lowest compared OMol25 entry of this formula, charge and spin) (eV): 9.593
SMILES: O[C@]12C[C@@H]3CN3[C@@H]1C2

Structure (XYZ):
```
17
C6H9NO ωB97M-V/def2-TZVPD
O 0.8596 -0.9334 1.0508
N -1.4148 -0.4467 -0.5172
C -0.0762 -0.3559 -1.0913
C 0.8827 -0.1350 0.0364
C -1.2561 0.7705 0.3332
C 0.2729 1.3050 0.4588
C -1.6237 -0.7135 0.9507
C 1.4670 -0.4998 -1.2634
H -0.1637 0.5669 -1.3473
H 1.9369 -1.3864 1.1485
H -2.1129 1.3795 -0.1638
H 2.1149 -1.5014 -1.4344
H -1.0228 -1.4626 1.5485
H 0.4996 2.1197 -0.3294
H 1.5858 0.2259 -2.0025
H -2.6181 -0.9195 1.2453
H 0.6689 1.9867 1.3769
```

Record 7
This record from OMol25 describes the molecule C6H9NO. The level of theory is ωB97M-V/def2-TZVPD.

Calculated values
Molecular weight (g mol⁻¹): 111.1
Maximum force (eV/Å): 2.89
Relative energy (zero: lowest compared OMol25 entry of this formula, charge and spin) (eV): 5.898
SMILES: C1=C[C@H]2CNC[C@@H]1O2

Structure (XYZ):
```
17
C6H9NO ωB97M-V/def2-TZVPD
O -1.1764 0.4318 -0.1520
N 0.8781 1.4667 0.5757
C -0.8142 -0.5159 0.8126
C 0.5937 0.2358 1.3428
C -0.4452 -1.3758 -1.3524
C 0.7376 1.3650 -0.9919
C -0.7731 -1.7781 -0.1223
C -0.0577 0.0863 -1.0544
H 0.0889 2.1112 0.8697
H 0.3584 0.4649 2.3705
H 0.7162 -0.3679 -0.3906
H -0.4588 -1.9634 -2.2748
H -1.4180 -2.6944 0.1774
H 0.2252 2.2635 -1.2861
H -1.6112 -0.5999 1.5793
H 1.4622 -0.4281 1.4282
H 1.6942 1.2984 -1.5317
```

Record 8
This record from OMol25 describes the molecule C6H9NO. The level of theory is ωB97M-V/def2-TZVPD.

Calculated values
Molecular weight (g mol⁻¹): 111.1
Maximum force (eV/Å): 5.53
Relative energy (zero: lowest compared OMol25 entry of this formula, charge and spin) (eV): 9.858
SMILES: C1O[C@H]2CN[C@@H]3[C@H]1[C@@H]32

Structure (XYZ):
```
17
C6H9NO ωB97M-V/def2-TZVPD
O -1.0545 1.5750 0.3032
N 0.9298 -1.3463 1.2275
C -0.4196 -0.6498 1.8936
C 0.3025 0.4055 -1.4119
C -0.2677 1.8051 -1.0810
C -0.5481 -0.4545 -0.5322
C -0.5862 0.3582 0.7588
C 0.8279 -0.9656 -0.3377
H -0.2118 -0.1652 2.7896
H -1.2747 1.7175 -1.9507
H -1.1960 -1.2169 -1.1559
H 0.3071 0.8010 0.7361
H 1.9806 -1.2966 1.4841
H -1.0297 -1.5943 1.7859
H 0.3269 -0.0134 -2.5355
H 0.4570 2.7882 -0.9876
H 1.4565 -1.7479 -0.9863
```

Record 9
This record from OMol25 describes the molecule C6H9NO. The level of theory is ωB97M-V/def2-TZVPD.

Calculated values
Molecular weight (g mol⁻¹): 111.1
Maximum force (eV/Å): 1.90
Relative energy (zero: lowest compared OMol25 entry of this formula, charge and spin) (eV): 5.287

Structure (XYZ):
```
17
C6H9NO ωB97M-V/def2-TZVPD
O 1.4013 -0.5839 1.2414
N -0.9764 -0.0548 0.1850
C 0.6688 -1.7949 -0.6233
C -0.7018 1.1363 -0.2647
C 0.6993 0.9804 -0.5202
C 0.6532 -0.5815 0.0552
C -2.1609 -0.6632 0.7083
C 1.7002 1.8277 -0.7421
H 1.5803 -2.3721 -0.6286
H -1.3938 1.9653 -0.3699
H 1.7333 0.3081 1.4117
H -3.0546 -0.1485 0.3488
H -2.1519 -0.6433 1.8011
H -0.1171 -2.0217 -1.3284
H 1.5583 2.9021 -0.7883
H -2.1479 -1.7091 0.3874
H 2.7097 1.4534 -0.8734
```

Record 10
This record from OMol25 describes a cluster of 2 separate species, C6H9NO in total. The level of theory is ωB97M-V/def2-TZVPD.

Calculated values
Molecular weight (g mol⁻¹): 111.1
Maximum force (eV/Å): 4.29
Relative energy (zero: lowest compared OMol25 entry of this formula, charge and spin) (eV): 4.813
SMILES: C=C=COCC.C#N

Structure (XYZ):
```
17
C6H9NO ωB97M-V/def2-TZVPD
O -1.0494 0.6116 0.1130
N 0.1194 -1.9034 0.2248
C -0.4487 -2.6165 -0.4610
C -0.6014 0.2078 1.3096
C -0.0469 0.9983 -0.8269
C 0.5950 0.1526 1.8437
C 1.7396 0.1797 2.4807
C -0.6201 0.6621 -2.2007
H -0.7828 -0.3992 -2.3634
H 1.9607 1.0920 3.2091
H -1.3793 -0.2567 1.8103
H -1.5163 1.1626 -2.2321
H 2.4405 -0.5673 2.5985
H -0.2708 2.1203 -0.8669
H 0.0243 1.0859 -3.0182
H -1.1002 -3.2935 -1.1443
H 0.9365 0.7637 -0.4760
```

Record 11
This record from OMol25 describes the molecule C6H9NO. The level of theory is ωB97M-V/def2-TZVPD.

Calculated values
Molecular weight (g mol⁻¹): 111.1
Maximum force (eV/Å): 3.99
Relative energy (zero: lowest compared OMol25 entry of this formula, charge and spin) (eV): 2.378
SMILES: CC1=CNC=C(O)C1

Structure (XYZ):
```
17
C6H9NO ωB97M-V/def2-TZVPD
O 2.7078 0.9121 -0.0420
N 0.3531 -1.8340 0.4613
C 1.3945 -1.1066 -0.1716
C -0.8853 0.2201 -0.0111
C -2.2148 0.8930 -0.0680
C 0.3170 1.0969 0.2299
C 1.5241 0.2365 0.0182
C -0.7020 -1.1178 -0.1682
H -3.0193 0.1749 -0.2131
H 3.4333 0.2910 -0.1763
H -1.5335 -1.7544 -0.4391
H 2.2472 -1.7112 -0.4541
H -2.2409 1.6184 -0.8838
H 0.3369 1.9445 -0.4675
H -2.4023 1.4474 0.8565
H 0.3160 1.5192 1.2496
H 0.3683 -2.8299 0.2794
```

Record 12
This record from OMol25 describes a structure of composition C6H9NO. The level of theory is ωB97M-V/def2-TZVPD.

Calculated values
Molecular weight (g mol⁻¹): 111.1
Maximum force (eV/Å): 3.88
Relative energy (zero: lowest compared OMol25 entry of this formula, charge and spin) (eV): 4.227

Structure (XYZ):
```
17
C6H9NO ωB97M-V/def2-TZVPD
O 1.9355 -0.3749 -0.9985
N 1.2214 0.5448 -1.5338
C -0.9447 1.7823 -1.6609
C 1.7531 -1.8358 1.1899
C 0.8574 -0.9439 0.4517
C 0.0725 0.8463 -1.1494
C -0.2088 -0.2446 0.3583
C -1.5006 0.0331 1.0176
H -1.0414 2.6436 -0.9952
H 1.2025 -2.4138 1.9388
H -1.5955 -0.5356 1.9458
H -1.6024 1.0939 1.2615
H -2.3367 -0.2273 0.3628
H -1.9218 1.2997 -1.7395
H -0.6703 2.1445 -2.6544
H 2.5408 -1.2653 1.6873
H 2.2388 -2.5469 0.5179
```